{
  "formula": "C3H8IN4O",
  "method": "the ωB97M-V functional and the def2-TZVPD basis",
  "e_homo_ev": [-11.27, -12.43],
  "total_charge": 1,
  "e_tot_ha": -710.624983,
  "orbital_gap_ha": [0.243, 0.277],
  "e_above_lowest_kcal_mol": 67.4,
  "lumo_energy_ev": [-4.65, -4.88],
  "symbols": ["C", "C", "C", "N", "N", "N", "N", "O", "I", "H", "H", "H", "H", "H", "H", "H", "H"],
  "positions_angstrom": [[0.360751, -0.081479, 0.294273], [-0.202038, 0.234072, -0.899057], [0.250086, 1.278439, -1.858360], [0.984411, 2.302616, -1.331936], [-0.060986, -1.795624, 2.777504], [-0.916741, -1.622167, 1.784137], [-1.297279, -0.492985, -1.405719], [-0.260009, 1.284475, -3.111474], [-2.598224, -0.648996, 2.144940], [1.203523, -0.146315, 0.930438], [1.258815, 2.189391, -0.398383], [1.580118, 2.912688, -1.907477], [-0.327987, -1.106794, 3.559844], [0.909609, -2.005790, 2.594784], [-0.708129, 0.417266, -3.084671], [-2.217462, 0.038110, -1.576406], [-1.408141, -1.382268, -0.959060]],
  "forces_ev_per_angstrom": [[-1.68, -0.06, -1.93], [0.37, -0.40, 1.25], [0.21, 2.16, 0.50], [-0.91, -1.52, -3.70], [-2.39, 2.60, 2.67], [1.93, -1.07, -2.43], [-1.51, 1.51, -1.16], [1.92, 0.16, 3.25], [-0.71, 0.49, 0.56], [0.68, 0.49, 0.17], [0.32, -0.22, 1.49], [-0.76, -0.33, 0.16], [1.59, -1.70, -0.84], [-0.12, -0.09, -0.29], [-0.53, -0.54, -0.66], [1.89, -1.18, 0.74], [-0.30, -0.29, 0.20]],
  "mulliken_charge": [-0.845, 0.837, 0.251, -0.309, -0.387, -0.237, -0.608, -0.427, 0.222, 0.424, 0.228, 0.303, 0.277, 0.262, 0.464, 0.266, 0.280]
}


{
  "formula": "C6H18NO2",
  "method": "the ωB97M-V functional and the def2-TZVPD basis",
  "spin_multiplicity": 2,
  "e_homo_ev": [-3.02, -9.84],
  "total_charge": 0,
  "e_tot_ha": -444.471831,
  "orbital_gap_ha": [0.139, 0.381],
  "e_above_lowest_kcal_mol": 11.3,
  "lumo_energy_ev": [0.76, 0.52],
  "symbols": ["C", "C", "C", "C", "C", "C", "N", "H", "H", "H", "H", "H", "H", "H", "H", "H", "H", "H", "H", "H", "H", "H", "H", "O", "H", "H", "O"],
  "positions_angstrom": [[-1.213440, -0.291844, -1.176507], [-2.124048, 0.227731, -0.045669], [-1.649587, 1.612235, 0.530675], [-0.888077, 1.597584, 1.882125], [0.547166, 2.028478, 1.760228], [1.570297, 1.240617, 2.013647], [0.242017, -0.454658, -0.782931], [-1.623031, -1.203940, -1.616175], [-1.281524, 0.286081, -2.091915], [-2.166411, -0.412459, 0.844049], [-3.075478, 0.432774, -0.523828], [-2.445549, 2.359458, 0.654028], [-0.928277, 2.137741, -0.151098], [-1.421028, 2.170985, 2.620681], [-0.934637, 0.538039, 2.208111], [0.595790, 3.107490, 1.643250], [2.605493, 1.641818, 2.148515], [1.615948, 0.178279, 2.136345], [0.557161, 0.526692, -0.792339], [0.694818, -1.038784, -1.505225], [0.372469, -0.978484, 0.139334], [2.161584, -1.572172, -3.479276], [1.863656, -2.751110, -2.508221], [1.477452, -1.976979, -2.937353], [1.624154, -3.908326, -0.572258], [2.045910, -2.545332, 0.228955], [1.777166, -2.951917, -0.627144]],
  "forces_ev_per_angstrom": [[-0.85, -0.99, 0.18], [1.24, 1.77, 0.07], [0.89, 1.35, -0.41], [-0.09, -2.27, -0.91], [-1.36, 0.19, 1.00], [2.50, 0.95, 0.16], [-1.79, 0.50, -0.76], [0.37, -0.61, 0.81], [0.39, 0.97, 0.28], [-0.35, -0.41, -0.71], [-0.41, -0.51, 0.22], [-0.27, -0.59, -0.38], [-0.75, -0.53, -0.05], [-0.04, 0.38, 0.32], [0.26, 0.51, 0.28], [0.71, -0.01, -0.11], [-0.93, 0.01, -0.55], [-0.88, -0.58, 0.17], [0.86, -0.67, 0.49], [0.58, 0.11, -0.16], [0.13, 0.32, 0.00], [0.06, -0.10, -0.03], [0.16, 0.23, 0.35], [-0.40, 0.48, -0.77], [0.10, 0.18, 0.81], [-0.12, -0.55, 0.23], [0.01, -0.12, -0.53]],
  "mulliken_spin": [0.318, 0.041, 0.003, 0.138, -0.051, 0.424, -0.040, -0.054, 0.134, -0.198, 0.052, -0.017, 0.002, 0.004, -0.037, -0.004, 0.005, -0.287, -0.201, -0.034, 0.210, -0.081, -0.028, 0.359, -0.122, 0.075, 0.391]
}


{
  "formula": "C3H4F3O4P",
  "method": "the ωB97M-V functional and the def2-TZVPD basis",
  "e_homo_ev": 0.03,
  "total_charge": -2,
  "e_tot_ha": -1058.616581,
  "orbital_gap_ha": 0.241,
  "e_above_lowest_kcal_mol": 6.8,
  "lumo_energy_ev": 6.60,
  "symbols": ["C", "C", "C", "O", "O", "O", "O", "F", "F", "F", "P", "H", "H", "H", "H"],
  "positions_angstrom": [[0.442561, -0.334863, 0.791391], [-1.393868, 1.111559, 0.802153], [-2.862527, -0.135567, -0.109110], [0.113498, 1.494478, -1.476567], [-1.180006, 3.451267, -0.453567], [0.687056, 2.372373, 0.843087], [-0.741182, 0.132698, 1.491362], [-3.660428, 0.455835, -1.051460], [-2.501299, -1.295374, -0.656012], [-3.621360, -0.531387, 1.040905], [-0.306370, 2.258406, -0.280557], [1.379811, -0.280104, 1.377610], [0.471254, 0.242463, -0.138872], [0.170677, -1.374782, 0.340906], [-1.966365, 1.665817, 1.510833]],
  "forces_ev_per_angstrom": [[-1.55, -1.49, -1.44], [-0.26, -2.17, -1.56], [1.68, 2.78, 2.01], [0.59, -0.80, -1.88], [-0.86, 1.11, -0.62], [1.31, 0.50, 0.52], [1.06, -0.43, 0.30], [-0.51, -0.46, 0.78], [0.33, -0.73, -0.24], [-0.37, 0.24, -1.37], [-1.22, 0.60, 1.76], [-0.80, -0.08, -0.14], [0.96, -0.26, 0.30], [0.70, 0.98, 1.33], [-1.07, 0.21, 0.25]],
  "mulliken_charge": [-0.504, -0.179, 0.410, -0.782, -0.814, -0.730, -0.290, -0.263, -0.263, -0.309, 0.676, 0.239, 0.270, 0.202, 0.339]
}


{
  "formula": "C15H22IrN3O5S2",
  "method": "the ωB97M-V functional and the def2-TZVPD basis",
  "spin_multiplicity": 6,
  "e_homo_ev": [-10.90, -12.26],
  "total_charge": 1,
  "e_tot_ha": -2025.460486,
  "orbital_gap_ha": [0.287, 0.256],
  "e_above_lowest_kcal_mol": 0.0,
  "lumo_energy_ev": [-3.08, -5.30],
  "symbols": ["Ir", "C", "C", "O", "C", "C", "O", "C", "C", "O", "C", "C", "O", "H", "H", "H", "H", "H", "H", "H", "H", "H", "H", "H", "H", "H", "H", "H", "H", "C", "C", "S", "C", "C", "S", "H", "H", "H", "H", "H", "H", "O", "N", "C", "C", "N", "C", "N"],
  "positions_angstrom": [[-0.156012, 0.760255, 0.070257], [-2.326582, -1.725611, 0.386408], [-1.758758, -2.101148, -0.961658], [-1.150296, -0.938971, -1.522802], [-0.215714, -1.208586, -2.572139], [1.121265, -1.577434, -1.984915], [1.531745, -0.449729, -1.210953], [2.733182, -0.627967, -0.454596], [2.424924, -1.315128, 0.854175], [1.410511, -0.545360, 1.499277], [0.654873, -1.251805, 2.492519], [-0.443603, -2.055891, 1.847674], [-1.330222, -1.126781, 1.220418], [-2.751563, -2.602437, 0.879723], [-3.102346, -0.972644, 0.267133], [-2.567095, -2.439735, -1.615182], [-1.027189, -2.910374, -0.879533], [-0.129994, -0.277578, -3.128154], [-0.594207, -1.977991, -3.247362], [1.850353, -1.777511, -2.774563], [1.052423, -2.463637, -1.345612], [3.134617, 0.370946, -0.286706], [3.456819, -1.203561, -1.034990], [3.318723, -1.338436, 1.482462], [2.087157, -2.343917, 0.699782], [0.221301, -0.487331, 3.134599], [1.309603, -1.887498, 3.091319], [-0.982207, -2.635078, 2.602541], [-0.042042, -2.750542, 1.102557], [-2.696981, 2.942874, 3.449977], [-2.136545, 2.388165, 2.167653], [-0.493194, 2.024187, 2.164356], [-2.947627, 2.249535, 1.034220], [-4.398891, 2.641679, 1.067726], [-2.385398, 1.682369, -0.453692], [-1.934128, 2.978727, 4.223197], [-3.522408, 2.323112, 3.806330], [-3.082100, 3.953062, 3.301857], [-4.604888, 3.390661, 1.828221], [-5.014550, 1.764782, 1.285125], [-4.713093, 3.028468, 0.099732], [0.916966, 2.322267, -0.694732], [1.925703, 2.277138, -1.566146], [1.554075, 2.475674, -2.780769], [0.162951, 2.617345, -3.142793], [-0.943032, 2.729910, -3.430839], [2.563212, 2.442678, -3.806736], [3.346587, 2.363174, -4.641507]],
  "forces_ev_per_angstrom": [[-0.05, 0.33, -0.23], [0.04, 0.04, 0.05], [-0.02, -0.03, -0.08], [0.05, -0.05, 0.01], [-0.10, 0.06, 0.05], [0.02, 0.01, 0.06], [0.09, 0.04, -0.07], [-0.01, -0.05, -0.03], [0.06, 0.06, 0.03], [-0.19, -0.04, 0.11], [0.11, 0.02, -0.01], [-0.08, 0.00, -0.05], [0.00, -0.11, 0.05], [-0.01, -0.01, -0.01], [-0.01, 0.00, 0.00], [0.01, -0.02, -0.01], [0.00, 0.01, 0.02], [0.01, 0.05, -0.09], [-0.01, -0.06, 0.06], [0.02, 0.06, 0.01], [-0.01, -0.03, -0.04], [-0.04, 0.01, 0.00], [0.02, 0.01, 0.01], [0.00, -0.03, 0.01], [-0.03, 0.01, -0.02], [0.01, -0.01, 0.04], [0.03, -0.01, -0.04], [-0.03, 0.02, 0.00], [0.02, -0.03, 0.04], [0.01, -0.04, -0.01], [-0.22, 0.10, -0.09], [0.22, -0.10, 0.12], [-0.03, 0.15, 0.23], [0.02, -0.02, -0.01], [0.04, -0.16, -0.12], [0.00, 0.00, 0.00], [0.00, 0.01, 0.00], [0.02, 0.00, -0.01], [0.01, 0.01, -0.01], [0.00, 0.00, 0.02], [0.00, -0.02, -0.01], [0.29, -0.21, 0.00], [-0.45, 0.10, 0.13], [0.13, -0.14, -0.11], [0.18, 0.20, -0.07], [0.01, -0.14, 0.02], [-0.14, -0.03, 0.04], [-0.01, 0.03, 0.02]],
  "mulliken_spin": [2.695, 0.021, -0.018, 0.088, -0.002, 0.003, 0.059, 0.001, -0.007, 0.074, 0.020, -0.012, 0.092, -0.002, -0.007, -0.002, 0.002, -0.004, 0.001, 0.000, 0.000, -0.002, 0.000, -0.001, 0.004, -0.006, 0.000, -0.003, 0.002, -0.005, 0.162, 0.603, 0.213, -0.012, 0.590, -0.001, 0.010, 0.012, 0.004, 0.021, 0.006, 0.297, 0.008, 0.053, 0.013, 0.017, -0.007, 0.021]
}


{
  "formula": "C6H11N",
  "method": "the ωB97M-V functional and the def2-TZVPD basis",
  "e_homo_ev": -7.31,
  "total_charge": 0,
  "smiles": "C=CC(N)=C(C)C",
  "e_tot_ha": -289.833134,
  "orbital_gap_ha": 0.294,
  "e_above_lowest_kcal_mol": 86.9,
  "lumo_energy_ev": 0.68,
  "symbols": ["C", "N", "C", "C", "C", "C", "C", "H", "H", "H", "H", "H", "H", "H", "H", "H", "H", "H"],
  "positions_angstrom": [[2.050066, 0.072245, 0.992540], [-0.904451, 1.201280, 1.175545], [-0.510808, 0.090813, 0.426204], [0.838104, -0.259164, 0.143609], [0.829151, -1.538091, -0.680017], [-2.220657, 1.019643, -1.303047], [-1.428487, -0.041865, -0.761618], [2.236603, -0.671609, 1.724701], [1.670543, 0.891061, 1.688239], [2.985194, 0.228855, 0.526302], [-0.021476, 1.758999, 1.532213], [-1.830705, 1.141638, 1.656322], [1.832346, -2.010507, -0.612541], [0.212591, -2.439372, -0.428285], [0.781262, -1.344982, -1.795037], [-3.161226, 0.880041, -1.921963], [-1.713022, 2.073414, -1.327116], [-1.645026, -1.052402, -1.036056]],
  "forces_ev_per_angstrom": [[-3.03, 1.25, 1.47], [2.22, 1.14, 1.47], [2.96, 2.62, -2.96], [-3.35, -1.85, 1.46], [2.39, -0.96, -1.96], [2.82, -1.05, 0.37], [-3.36, 1.81, -0.15], [0.12, -1.39, 0.57], [1.27, -0.32, -1.05], [0.68, 0.74, -0.87], [-3.24, -1.47, -0.13], [1.72, 0.46, -0.45], [-0.16, 0.39, 0.07], [-0.22, 1.34, 0.07], [-0.37, -0.22, 1.09], [1.70, -0.14, 0.51], [-1.58, -1.87, 0.74], [-0.55, -0.47, -0.26]],
  "mulliken_charge": [-1.270, -0.461, 0.488, 0.516, -1.357, -0.621, -0.441, 0.340, 0.185, 0.371, 0.197, 0.247, 0.361, 0.322, 0.324, 0.273, 0.212, 0.316]
}


{
  "formula": "C4H8O2",
  "method": "the ωB97M-V functional and the def2-TZVPD basis",
  "e_homo_ev": [-9.45, -9.58],
  "total_charge": 0,
  "e_tot_ha": -307.502121,
  "orbital_gap_ha": [0.320, 0.306],
  "e_above_lowest_kcal_mol": 132.0,
  "lumo_energy_ev": [-0.74, -1.25],
  "symbols": ["C", "C", "O", "C", "C", "O", "H", "H", "H", "H", "H", "H", "H", "H"],
  "positions_angstrom": [[-2.036007, -0.670082, -0.481603], [-0.699740, -0.450232, -1.179266], [0.322430, -0.106638, -0.308515], [2.161973, 1.064767, 0.569171], [1.677935, 0.148998, 1.495137], [1.411481, -1.021300, 1.103475], [-2.339196, 0.235411, 0.053432], [-1.942666, -1.480459, 0.248236], [-2.820769, -0.935706, -1.198802], [-0.410079, -1.329906, -1.779401], [-0.775835, 0.385622, -1.899129], [2.219309, 2.125366, 0.799692], [2.539302, 0.711713, -0.381412], [1.316095, 0.497593, 2.472534]],
  "forces_ev_per_angstrom": [[-0.05, -0.01, 0.06], [-0.16, -0.32, 0.03], [-1.36, 0.66, -1.63], [0.77, 0.63, -0.04], [-0.57, -1.30, -0.08], [1.08, 0.43, 1.50], [0.03, -0.12, -0.08], [-0.03, 0.10, -0.11], [0.12, 0.04, 0.09], [-0.02, 0.13, 0.08], [0.10, -0.06, 0.11], [0.00, -0.16, -0.01], [-0.08, 0.05, 0.12], [0.16, -0.07, -0.03]],
  "mulliken_charge": [-0.998, -0.308, -0.258, -0.566, 0.228, -0.414, 0.276, 0.271, 0.356, 0.290, 0.247, 0.290, 0.272, 0.314]
}